[1]
# C51H58F13N6O16P2S4

A molecular structure, C51H58F13N6O16P2S4 at a distorted geometry (ωB97M-V/def2-TZVPD, the Open Molecules 2025 dataset).

Last column: Mulliken charge in e.
Geometry (Å):
C  -2.801  8.268  0.212  -1.42
C  -1.796  7.464  -0.597  0.06
O  -2.056  6.053  -0.519  -0.01
C  -2.442  5.350  -1.667  -1.08
S  -3.942  6.159  -2.336  0.06
N  -1.201  5.301  -2.562  0.38
C  -1.240  4.868  -4.021  -0.92
C  -2.260  5.517  -4.948  -0.37
C  -1.932  5.069  -6.376  -1.27
C  -2.260  3.615  -6.660  -0.44
O  -1.093  2.813  -6.358  -0.34
C  -1.352  1.528  -6.039  0.22
O  -2.157  0.853  -6.591  -0.50
C  -0.206  4.482  -1.747  -0.17
O  0.577  3.811  -2.703  -0.62
C  0.744  5.391  -0.979  -1.27
C  1.477  6.407  -1.878  -1.11
C  2.990  6.232  -1.964  0.34
F  3.335  6.369  -3.278  -0.37
F  3.386  4.987  -1.608  -0.27
C  3.873  7.311  -1.266  0.52
F  5.133  7.091  -1.567  -0.26
F  3.513  8.479  -1.801  -0.27
S  3.721  7.501  0.614  1.36
F  2.378  8.334  0.399  -0.31
F  4.582  8.813  0.525  -0.32
F  5.012  6.640  0.849  -0.29
F  2.842  6.172  0.717  -0.31
F  3.559  7.695  2.154  -0.29
C  -1.037  3.442  -0.881  1.62
C  -0.849  3.596  0.647  -1.63
C  0.542  3.451  1.298  -2.50
O  0.433  2.431  2.299  -0.36
C  1.591  1.753  2.560  0.91
C  1.431  0.277  2.581  -0.76
O  2.630  2.331  2.720  -0.56
C  -0.809  1.954  -1.241  0.64
F  -1.742  1.241  -0.573  -0.22
F  -1.004  1.739  -2.567  -0.18
C  0.510  1.247  -0.824  0.38
F  1.638  1.901  -1.202  -0.20
F  0.510  0.041  -1.431  -0.32
C  -2.598  3.876  -1.196  -0.57
P  -3.820  3.809  0.246  0.29
S  -5.632  4.293  -0.207  -0.23
P  -3.638  2.886  -2.476  0.46
S  -4.461  1.221  -1.918  -0.30
H  -2.298  9.114  0.673  0.45
H  -3.260  7.642  0.970  0.25
H  -3.586  8.662  -0.428  0.33
H  -0.805  7.621  -0.168  0.18
H  -1.720  7.837  -1.622  0.35
H  -3.285  7.165  -2.931  0.21
H  -0.925  6.283  -2.627  1.05
H  -1.280  3.794  -4.107  0.31
H  -0.261  5.150  -4.398  0.46
H  -3.254  5.147  -4.716  0.33
H  -2.265  6.603  -4.872  0.39
H  -0.881  5.247  -6.607  0.45
H  -2.501  5.680  -7.076  0.50
H  -2.544  3.464  -7.697  0.49
H  -3.095  3.266  -6.050  0.24
H  -0.750  1.163  -5.204  0.40
H  1.491  3.747  -2.404  0.76
H  1.467  4.774  -0.475  1.20
H  0.236  5.924  -0.186  0.87
H  1.246  7.420  -1.560  0.60
H  1.125  6.341  -2.907  0.46
H  -1.221  4.561  0.965  0.60
H  -1.462  2.860  1.163  0.72
H  1.355  3.190  0.630  0.82
H  0.833  4.376  1.793  0.53
H  1.660  -0.150  3.553  0.38
H  2.132  -0.137  1.856  0.25
H  0.434  -0.035  2.282  0.20
H  0.496  1.068  0.249  -0.21
H  -3.282  4.629  1.237  0.09
H  -3.640  2.500  0.696  0.14
H  -4.594  3.788  -2.936  0.28
H  -2.823  2.667  -3.583  -0.16
C  -1.965  -5.589  0.251  -0.57
C  -1.492  -4.390  -0.268  -0.58
C  -1.437  -3.253  0.520  -0.28
C  -1.858  -3.340  1.834  -0.07
C  -2.338  -4.520  2.374  -0.50
C  -2.394  -5.646  1.571  -0.61
N  -1.792  -2.151  2.686  1.03
O  -1.380  -1.109  2.193  -0.66
O  -2.142  -2.249  3.840  -0.61
H  -1.992  -6.463  -0.375  0.71
H  -1.162  -4.346  -1.297  0.43
H  -1.075  -2.318  0.118  0.68
H  -2.667  -4.559  3.401  0.49
H  -2.769  -6.569  1.980  0.42
C  -6.657  -10.252  -2.882  -0.44
C  -5.958  -10.667  -1.757  -0.50
C  -5.210  -9.758  -1.028  -0.30
C  -5.183  -8.440  -1.446  0.13
C  -5.866  -8.004  -2.565  -0.32
C  -6.607  -8.924  -3.287  -0.48
N  -4.405  -7.465  -0.669  1.02
O  -3.786  -7.873  0.298  -0.56
O  -4.423  -6.309  -1.033  -0.57
H  -7.242  -10.965  -3.446  0.38
H  -5.996  -11.701  -1.444  0.37
H  -4.661  -10.067  -0.152  0.44
H  -5.817  -6.970  -2.868  0.46
H  -7.149  -8.604  -4.166  0.38
C  2.153  -5.252  -6.223  -0.44
C  2.301  -5.928  -5.019  -0.48
C  1.187  -6.253  -4.264  -0.32
C  -0.061  -5.894  -4.737  0.09
C  -0.232  -5.217  -5.930  -0.33
C  0.890  -4.895  -6.675  -0.46
N  -1.251  -6.255  -3.948  1.07
O  -1.073  -6.833  -2.895  -0.58
O  -2.337  -5.957  -4.396  -0.62
H  3.026  -5.006  -6.813  0.39
H  3.285  -6.206  -4.669  0.38
H  1.286  -6.780  -3.327  0.46
H  -1.221  -4.949  -6.270  0.47
H  0.776  -4.369  -7.613  0.39
C  4.949  0.457  4.768  -0.57
C  5.638  0.106  5.922  -0.45
C  6.125  -1.182  6.078  -0.35
C  5.912  -2.097  5.065  0.09
C  5.226  -1.774  3.910  -0.50
C  4.742  -0.484  3.768  -0.39
N  6.436  -3.465  5.217  1.07
O  7.011  -3.734  6.254  -0.65
O  6.257  -4.243  4.305  -0.61
H  4.571  1.463  4.642  0.46
H  5.798  0.837  6.702  0.40
H  6.660  -1.468  6.971  0.48
H  5.073  -2.514  3.140  0.47
H  4.207  -0.207  2.872  0.48
C  5.161  -5.236  8.354  -0.25
C  5.352  -5.868  9.576  -0.58
C  4.263  -6.260  10.337  -0.35
C  2.993  -6.010  9.853  0.04
C  2.776  -5.379  8.644  -0.49
C  3.873  -4.991  7.893  -0.29
N  1.829  -6.438  10.650  1.01
O  2.043  -6.970  11.718  -0.60
O  0.725  -6.230  10.188  -0.61
H  6.010  -4.936  7.757  0.44
H  6.353  -6.059  9.936  0.38
H  4.397  -6.752  11.288  0.45
H  1.771  -5.197  8.295  0.45
H  3.722  -4.498  6.942  0.41

Calculated values
total charge: +1
electronic energy: -192751.1304 eV

[2]
# C60H137N5O11

11 unconnected molecules or ions with the total composition C60H137N5O11 at a distorted geometry (ωB97M-V/def2-TZVPD, the Open Molecules 2025 dataset).

Last column: Mulliken charge in e.
Geometry (Å):
C  1.709  -7.280  -3.634  -1.85
C  1.078  -6.082  -2.921  2.01
C  2.162  -5.164  -2.353  -2.03
C  0.368  -5.234  -4.004  -1.01
C  -0.953  -5.751  -4.552  -1.11
C  -1.893  -6.126  -3.438  -0.79
C  -1.219  -6.860  -2.231  1.57
C  -2.181  -6.586  -1.062  -1.84
C  -1.266  -8.367  -2.524  -1.59
N  0.105  -6.374  -1.886  1.06
O  0.706  -7.255  -0.932  -0.59
H  2.626  -6.966  -4.134  0.43
H  2.024  -8.014  -2.882  0.40
H  1.073  -7.846  -4.312  0.31
H  2.547  -4.452  -3.082  0.46
H  1.762  -4.568  -1.526  0.10
H  2.982  -5.725  -1.894  0.45
H  0.225  -4.207  -3.632  -0.21
H  1.130  -5.042  -4.767  0.66
H  -1.352  -5.038  -5.272  0.49
H  -0.687  -6.643  -5.137  0.38
H  -2.657  -6.863  -3.679  0.52
H  -2.452  -5.254  -3.087  -0.08
H  -2.052  -7.409  -0.346  0.38
H  -3.223  -6.707  -1.361  0.30
H  -1.958  -5.635  -0.584  0.23
H  -0.524  -8.751  -3.222  0.31
H  -2.249  -8.699  -2.867  0.42
H  -1.119  -8.922  -1.593  0.35
H  0.668  -6.739  -0.120  0.30
C  -1.518  9.366  -0.009  -1.63
C  -0.211  8.791  0.569  1.68
C  0.719  9.996  0.715  -2.13
C  -0.459  8.209  1.946  -1.30
C  -1.253  6.912  1.901  -0.96
C  -0.474  5.900  1.048  -0.60
C  -0.153  6.440  -0.351  1.96
C  0.904  5.492  -0.934  -1.87
C  -1.402  6.378  -1.246  -1.19
N  0.473  7.761  -0.208  0.11
O  0.742  8.243  -1.532  -0.49
H  -1.851  10.090  0.741  0.48
H  -1.417  9.891  -0.955  0.33
H  -2.310  8.625  -0.075  0.31
H  1.721  9.717  1.044  0.43
H  0.828  10.540  -0.232  0.51
H  0.249  10.764  1.332  0.41
H  0.475  8.041  2.493  0.32
H  -0.968  8.979  2.538  0.51
H  -1.482  6.566  2.907  0.53
H  -2.187  7.075  1.356  0.27
H  -1.154  5.051  0.919  -0.16
H  0.414  5.531  1.564  0.47
H  1.902  5.748  -0.574  0.54
H  0.946  5.543  -2.022  0.22
H  0.693  4.477  -0.590  0.30
H  -1.293  6.981  -2.146  0.50
H  -2.324  6.677  -0.752  0.20
H  -1.450  5.320  -1.521  0.04
H  1.548  8.751  -1.407  0.36
C  -1.457  1.940  4.580  -1.59
C  -1.640  0.826  5.613  2.04
C  -1.844  1.373  7.017  -2.08
C  -2.875  0.082  5.122  -0.94
C  -3.098  -1.278  5.789  -1.04
C  -1.911  -2.132  5.421  -0.86
C  -0.529  -1.522  5.774  1.61
C  -0.339  -1.759  7.266  -1.86
C  0.473  -2.222  4.851  -1.72
N  -0.511  -0.085  5.454  1.41
O  0.749  0.456  5.843  -0.53
H  -2.394  2.484  4.459  0.45
H  -0.609  2.597  4.790  0.28
H  -1.163  1.496  3.627  -0.09
H  -0.867  1.681  7.400  0.30
H  -2.493  2.250  7.111  0.45
H  -2.328  0.663  7.691  0.31
H  -3.795  0.657  5.267  0.59
H  -2.796  -0.069  4.040  -0.09
H  -3.205  -1.082  6.857  0.29
H  -4.019  -1.720  5.408  0.53
H  -1.927  -2.412  4.360  -0.19
H  -1.977  -3.090  5.951  0.78
H  -1.259  -1.617  7.837  0.35
H  0.389  -1.086  7.732  0.29
H  0.038  -2.750  7.541  0.46
H  1.508  -1.930  5.014  0.39
H  0.128  -2.171  3.822  0.17
H  0.424  -3.276  5.155  0.55
H  0.989  0.910  5.025  0.18
C  7.250  -3.139  -2.855  -2.09
C  6.811  -1.798  -2.293  1.81
C  5.750  -2.062  -1.215  -1.56
C  7.974  -1.076  -1.602  -1.36
C  7.737  0.413  -1.355  -0.55
C  7.332  1.089  -2.655  -1.41
C  6.116  0.484  -3.323  1.91
C  4.840  0.881  -2.555  -1.73
C  6.020  1.014  -4.753  -2.09
N  6.328  -0.958  -3.374  0.32
O  5.340  -1.598  -4.164  -0.43
H  7.564  -3.776  -2.030  0.42
H  6.360  -3.605  -3.288  0.41
H  7.957  -3.073  -3.680  0.42
H  4.860  -2.518  -1.669  0.15
H  6.055  -2.764  -0.434  0.53
H  5.387  -1.180  -0.690  0.32
H  8.173  -1.555  -0.636  0.39
H  8.950  -1.178  -2.093  0.38
H  6.972  0.522  -0.584  0.29
H  8.646  0.917  -1.024  0.41
H  8.200  1.071  -3.329  0.39
H  7.257  2.172  -2.500  0.48
H  5.004  0.580  -1.522  0.40
H  3.914  0.515  -2.982  0.26
H  4.865  1.971  -2.442  0.37
H  6.206  2.084  -4.821  0.39
H  5.045  0.758  -5.169  0.36
H  6.750  0.500  -5.386  0.47
H  5.815  -1.790  -4.977  0.32
C  -1.709  2.055  -0.048  -1.60
C  -0.728  0.909  0.157  3.32
C  0.377  1.467  1.082  -2.63
C  -1.466  -0.200  0.908  -0.11
C  -0.733  -1.548  0.907  -0.10
C  -0.346  -1.905  -0.517  -0.60
C  0.540  -0.844  -1.214  2.89
C  1.925  -0.930  -0.582  -1.64
C  0.639  -1.211  -2.689  -1.71
N  -0.211  0.405  -1.110  1.19
O  0.474  1.457  -1.791  -0.38
H  -1.276  2.985  -0.420  -0.46
H  -2.518  1.785  -0.737  0.28
H  -2.220  2.333  0.878  0.58
H  1.224  1.853  0.505  0.18
H  0.063  2.125  1.884  0.64
H  0.931  0.628  1.531  0.09
H  -1.497  0.053  1.976  -1.28
H  -2.524  -0.321  0.644  0.54
H  0.163  -1.403  1.520  -0.22
H  -1.267  -2.386  1.359  0.15
H  -1.240  -2.011  -1.143  -0.53
H  0.229  -2.836  -0.547  0.18
H  2.318  -1.939  -0.737  0.27
H  2.062  -0.672  0.465  0.16
H  2.649  -0.298  -1.108  0.09
H  -0.329  -1.045  -3.170  0.41
H  0.925  -2.252  -2.822  -0.18
H  1.327  -0.526  -3.187  0.22
H  -0.236  1.759  -2.374  -0.18
C  -4.272  -3.059  -1.578  -0.33
C  -5.398  -2.984  -0.564  0.34
C  -5.335  -4.040  0.543  -1.24
O  -5.265  -1.743  0.166  -0.50
H  -3.347  -2.589  -1.260  -0.36
H  -4.610  -2.514  -2.466  0.46
H  -4.128  -4.097  -1.885  0.13
H  -6.389  -3.037  -1.018  0.39
H  -6.290  -3.981  1.064  0.38
H  -4.519  -3.821  1.235  0.12
H  -5.146  -5.068  0.229  0.36
H  -5.752  -1.046  -0.283  0.25
C  -0.916  2.409  -5.456  -1.60
C  -1.273  3.523  -4.484  0.82
C  -2.451  4.330  -5.012  -1.44
O  -1.619  2.976  -3.225  1.08
H  -0.238  1.695  -4.983  0.24
H  -0.438  2.818  -6.349  0.50
H  -1.794  1.871  -5.827  0.29
H  -0.390  4.172  -4.446  0.25
H  -2.683  5.153  -4.336  0.24
H  -3.282  3.626  -5.075  0.26
H  -2.225  4.738  -5.996  0.46
H  -2.517  3.216  -2.960  -0.38
C  -6.514  2.927  -1.554  -1.43
C  -5.929  2.416  -2.846  0.76
C  -6.328  3.263  -4.043  -1.46
O  -4.488  2.487  -2.787  -0.40
H  -6.535  4.018  -1.516  0.33
H  -6.012  2.501  -0.688  0.34
H  -7.577  2.667  -1.480  0.40
H  -6.198  1.377  -3.058  0.30
H  -5.915  2.899  -4.985  0.33
H  -5.868  4.252  -3.930  0.28
H  -7.397  3.449  -4.157  0.40
H  -4.143  1.581  -2.783  0.01
C  -1.090  -7.452  3.798  -1.50
C  -1.162  -5.938  3.659  0.74
C  -2.386  -5.491  2.897  -0.66
O  -1.099  -5.330  4.969  -0.64
H  -2.026  -7.774  4.251  0.38
H  -0.256  -7.673  4.463  0.42
H  -0.893  -7.881  2.818  0.30
H  -0.260  -5.540  3.170  0.15
H  -3.316  -5.674  3.438  0.37
H  -2.376  -5.931  1.897  0.12
H  -2.422  -4.415  2.673  -0.03
H  -1.320  -4.415  4.760  0.04
C  3.922  2.435  5.702  -1.35
C  3.064  3.384  4.850  0.36
C  3.325  3.218  3.375  -0.98
O  1.703  3.009  5.081  -0.24
H  3.811  1.422  5.301  0.26
H  3.576  2.428  6.735  0.37
H  4.992  2.643  5.640  0.44
H  3.292  4.391  5.217  0.28
H  3.117  4.113  2.785  0.26
H  2.784  2.336  3.034  0.03
H  4.389  3.095  3.150  0.42
H  1.472  3.128  6.008  0.20
O  -2.837  0.209  -2.636  -0.83
H  -2.030  0.639  -2.943  0.05
H  -2.573  -0.221  -1.816  0.30

Calculated values
SMILES string: CC1(C)CCCC(C)(C)N1O.CC1(C)CCCC(C)(C)N1O.CC1(C)CCCC(C)(C)N1O.CC1(C)CCCC(C)(C)N1O.CC1(C)CCCC(C)(C)N1O.CC(C)O.CC(C)O.CC(C)O.CC(C)O.CC(C)O.O
electronic energy: -94409.3877 eV